Below is a structure of composition C22H35NO2P2PbS2 in a non-equilibrium geometry, with properties calculated with the ωB97M-V functional and the def2-TZVPD basis.

## Properties
Maximum force, eV/Å: 2.72
HOMO, eV: -7.12
Gap between HOMO and LUMO, eV: 6.35
Relative energy (zero: lowest compared OMol25 entry of this formula, charge and spin), eV: 0.000
Charge: 0
LUMO energy, eV: -0.772

Last column: Löwdin charge in e.
CARTESIAN COORDINATES (ANGSTROEM)
P 0.23059 -1.53500 -3.99614  0.84
P 0.42123 1.72750 -3.71802  0.92
C -0.12693 -0.47714 -5.46390  -0.41
C 0.53373 0.90143 -5.39541  -0.42
H -1.22579 -0.41078 -5.55796  0.08
H 0.27147 -1.06102 -6.30997  0.07
H 1.60565 0.84295 -5.64572  0.08
H 0.03693 1.58837 -6.10044  0.07
C -1.28126 2.37995 -4.02189  -0.27
H -1.57108 3.04772 -3.20500  0.04
H -2.01695 1.57262 -4.11179  0.03
H -1.22272 2.93921 -4.96659  0.04
C 1.34597 3.25041 -4.12597  -0.29
H 0.85953 3.72527 -4.99179  0.04
H 2.38439 2.98409 -4.36323  0.04
H 1.32254 3.91915 -3.25637  0.04
C -0.90523 -2.91736 -4.25096  -0.28
H -0.86839 -3.56902 -3.37159  0.04
H -0.55887 -3.44499 -5.14863  0.03
H -1.92281 -2.53402 -4.39217  0.04
C 1.84435 -2.21036 -4.46684  -0.27
H 2.61042 -1.42467 -4.45749  0.04
H 1.71453 -2.61376 -5.48387  0.04
H 2.11280 -3.00916 -3.76523  0.05
Pb 2.26067 0.64982 3.00836  1.04
C -0.04646 1.77662 -0.75547  -0.17
C -1.35642 1.54374 -0.83019  -0.13
C -2.05487 0.46530 -1.58117  -0.23
C -2.33047 -0.80609 -0.74787  -0.19
C -1.17840 -1.66803 -0.37700  -0.11
C 0.08523 -1.66810 -0.85119  -0.12
C 0.74330 -0.51669 -1.55725  -0.38
C 1.08734 0.78622 -0.81800  -0.23
C 1.50066 -1.44437 3.27573  -0.37
H 0.27953 2.76923 -0.40169  0.11
H -2.04441 2.27241 -0.35530  0.12
H -1.52936 0.18906 -2.50716  0.05
H -3.02990 0.84852 -1.93882  0.12
H -2.79887 -0.49259 0.20008  0.11
H -3.11055 -1.37776 -1.28615  0.12
H -1.43153 -2.43933 0.34929  0.10
H 0.71741 -2.55555 -0.71385  0.10
H 0.04054 -0.19132 -2.36134  -0.08
H 1.66344 -0.90643 -2.04054  0.08
H 1.50227 0.53383 0.18227  0.05
H 1.91703 1.24033 -1.39619  0.09
H 1.87439 -1.77607 4.25839  -0.03
H 1.88330 -2.09573 2.47361  -0.02
H 0.39920 -1.42769 3.28151  -0.03
O 2.95075 1.50747 7.33880  -0.28
S 2.22655 0.43961 6.70670  0.65
O 2.89590 -0.81638 6.42725  -0.30
N 1.56589 0.99894 5.24979  -0.33
C 0.21587 1.02614 5.20882  -0.82
S -0.41912 1.34499 3.67669  0.59
C -0.39077 0.58974 6.45331  -0.20
C -1.73546 0.37752 6.79922  0.00
C -2.04794 -0.25485 7.99967  -0.06
C -1.03775 -0.68268 8.87407  -0.05
C 0.30510 -0.44321 8.55966  -0.03
C 0.60352 0.19004 7.36368  -0.21
H -2.50239 0.72452 6.10960  0.12
H -3.08928 -0.43282 8.26641  0.11
H -1.29515 -1.19905 9.79892  0.11
H 1.11711 -0.75075 9.22428  0.13

---

Below is a structure of composition C22H35NO3P2PdS in a non-equilibrium geometry, with properties calculated with the ωB97M-V functional and the def2-TZVPD basis.

## Properties
Maximum force, eV/Å: 4.18
HOMO (alpha / beta), eV: -11.00 / -13.73
Gap between HOMO and LUMO (alpha / beta), eV: 3.04 / 3.85
Spin multiplicity: 5
Relative energy (zero: lowest compared OMol25 entry of this formula, charge and spin), eV: 1.430
Charge: +2
LUMO energy (alpha / beta), eV: -7.958 / -9.884

Last column: Löwdin spin population.
CARTESIAN COORDINATES (ANGSTROEM)
P 0.73167 -3.32895 -1.52505  0.19
P 0.91605 0.71306 -1.95756  0.41
C 0.04990 -1.88701 -2.41298  0.07
C 1.16607 -0.90338 -2.77203  0.15
H -0.67818 -1.45567 -1.70826  0.00
H -0.51194 -2.23349 -3.28115  0.01
H 2.14706 -1.19888 -2.35533  0.03
H 1.27395 -0.76204 -3.85269  0.02
C -0.10396 1.60045 -3.31515  0.01
H -0.61768 2.49036 -2.90746  0.00
H -0.87565 0.92938 -3.72321  0.00
H 0.52490 1.94596 -4.15273  0.01
C 2.42438 1.76918 -2.16619  0.06
H 2.54886 2.08583 -3.21577  0.01
H 3.29077 1.17780 -1.83901  0.00
H 2.35619 2.66961 -1.53223  0.00
C -0.59656 -4.29341 -0.78028  0.01
H -0.21364 -4.79278 0.11560  0.00
H -0.94684 -5.05164 -1.48623  0.00
H -1.41716 -3.64039 -0.46759  0.00
C 1.73087 -4.42876 -2.57321  0.06
H 2.16078 -3.88606 -3.42292  0.00
H 1.08322 -5.23874 -2.92790  0.01
H 2.55277 -4.85344 -1.97932  0.01
Pd 2.03058 -2.40404 -0.21642  0.88
C -1.91645 4.64041 0.02319  0.34
C -2.97486 4.20980 -0.67317  0.37
C -3.10167 3.05446 -1.62003  0.07
C -2.65363 1.61947 -1.25692  0.06
C -1.58278 1.36354 -0.27474  0.28
C -0.35476 1.99039 -0.20386  0.04
C 0.08171 3.36540 0.16739  0.04
C -1.07078 3.89851 1.02015  0.07
C 2.23617 -4.11140 0.82888  0.39
H -1.48674 5.63949 -0.17176  0.02
H -3.82454 4.89309 -0.80378  0.03
H -2.60633 3.31407 -2.56638  0.02
H -4.16839 2.97259 -1.87309  0.00
H -3.53059 0.99456 -1.02114  0.00
H -2.26218 1.20036 -2.19875  0.02
H -1.62240 0.37259 0.20591  0.01
H 0.42613 1.27881 0.18395  0.01
H 0.34765 4.00084 -0.70223  0.00
H 1.00374 3.29293 0.76643  0.01
H -1.60807 3.03956 1.46047  0.01
H -0.66259 4.50536 1.84223  0.00
H 3.01412 -3.87138 1.55505  0.03
H 2.52209 -4.91037 0.13468  0.04
H 1.27846 -4.31207 1.33034  0.02
O 2.55643 0.44889 1.91581  0.00
S 2.16048 -0.81520 2.53995  0.02
O 3.16743 -1.67745 3.04034  0.00
N 1.07628 -1.56859 1.57805  0.14
C -0.24021 -1.61026 1.96709  0.01
O -1.17426 -2.03614 1.27353  0.00
C -0.33807 -0.96996 3.30279  0.00
C -1.48653 -0.64829 4.02794  0.00
C -1.37162 0.13019 5.17982  0.00
C -0.10591 0.53272 5.64275  0.00
C 1.04312 0.20783 4.91608  0.00
C 0.89075 -0.51148 3.74213  0.01
H -2.44194 -1.00307 3.65076  0.00
H -2.26580 0.43521 5.72676  0.00
H -0.02598 1.11682 6.56419  0.00
H 2.04609 0.50479 5.23425  0.00

---

Below is a structure of composition C22H35NO3P2SSn in a non-equilibrium geometry, with properties calculated with the ωB97M-V functional and the def2-TZVPD basis.

## Properties
Maximum force, eV/Å: 2.74
HOMO, eV: -5.84
Gap between HOMO and LUMO, eV: 6.26
Relative energy (zero: lowest compared OMol25 entry of this formula, charge and spin), eV: 0.392
Charge: 0
LUMO energy, eV: 0.420

Last column: Löwdin charge in e.
CARTESIAN COORDINATES (ANGSTROEM)
P 0.39686 -1.94168 -0.07114  0.75
P 0.20392 1.72337 0.23608  0.69
C -0.10418 -0.69161 -1.33086  -0.40
C 0.51343 0.71619 -1.26990  -0.44
H -1.20680 -0.63110 -1.38221  0.09
H 0.24611 -1.16613 -2.25533  0.01
H 1.59764 0.67803 -1.47363  0.09
H 0.05807 1.34819 -2.03700  0.02
C -1.58556 2.08022 0.21552  -0.26
H -1.84254 2.54015 1.18308  0.05
H -2.16966 1.15139 0.11664  0.05
H -1.84084 2.77430 -0.60645  0.04
C 1.14965 3.26552 0.11128  -0.24
H 0.82920 3.86199 -0.75664  0.05
H 2.22476 3.04331 0.03016  0.05
H 0.97930 3.83356 1.03991  0.06
C -0.84771 -3.24494 -0.02229  -0.25
H -0.60911 -3.90086 0.82675  0.05
H -0.84082 -3.84091 -0.94701  0.04
H -1.84614 -2.81062 0.12780  0.05
C 1.96050 -2.66336 -0.69236  -0.25
H 2.75809 -1.90945 -0.71709  0.04
H 1.84669 -3.09428 -1.69543  0.02
H 2.25781 -3.45791 0.00525  0.05
Sn 1.14128 -0.13259 1.80436  0.82
C 0.85126 1.38393 -4.30759  -0.12
C -0.48891 1.44679 -4.17845  -0.13
C -1.45025 0.71052 -5.05999  -0.18
C -1.07642 -0.75492 -5.42895  -0.18
C -0.31654 -1.52781 -4.39135  -0.12
C 1.02494 -1.57712 -4.29405  -0.13
C 1.95032 -0.79519 -5.17142  -0.18
C 1.55878 0.68944 -5.42943  -0.18
C 0.96923 -1.91823 3.05323  -0.37
H 1.52558 1.93761 -3.64702  0.11
H -0.97792 2.17171 -3.51220  0.11
H -1.60279 1.25690 -6.00655  0.12
H -2.42759 0.71029 -4.55711  0.11
H -2.03035 -1.28057 -5.61198  0.11
H -0.51123 -0.74021 -6.37031  0.10
H -0.96767 -2.14109 -3.75334  0.11
H 1.52908 -2.30234 -3.64550  0.09
H 2.06998 -1.27821 -6.15494  0.12
H 2.94303 -0.82051 -4.70395  0.11
H 2.50178 1.23093 -5.61647  0.11
H 0.94930 0.73714 -6.34142  0.10
H 1.44583 -1.62244 3.99394  -0.03
H 1.52991 -2.69829 2.52883  -0.03
H -0.07756 -2.21298 3.23841  -0.01
O 1.48777 2.82474 4.92094  -0.30
S 1.11490 1.43302 4.94459  0.63
O 2.13299 0.42837 5.15083  -0.31
N 0.22736 1.03517 3.56936  -0.23
C -1.04037 0.54319 3.77929  -0.53
O -1.67699 -0.00441 2.85153  -0.03
C -1.39068 0.65731 5.21327  -0.13
C -2.55744 0.24036 5.86918  0.00
C -2.60331 0.24213 7.26333  -0.06
C -1.46703 0.61124 8.00803  -0.06
C -0.29838 1.00724 7.35072  -0.04
C -0.29923 1.07872 5.96140  -0.21
H -3.41970 -0.04949 5.26732  0.12
H -3.50668 -0.04903 7.79194  0.10
H -1.50230 0.59160 9.09536  0.11
H 0.60734 1.27369 7.89104  0.12

---

> Which of these has the highest charge?

C22H35NO3P2PdS